No. 1
Below is C35H58InN4P2Si2 as an isolated structure in a non-equilibrium geometry, with properties calculated with ωB97M-V/def2-TZVPD.

```
! wB97M-V def2-TZVPD RIJCOSX def2/J DEFGRID3
* xyz 1 1
In 0.05936 0.10216 0.17914
C 0.20390 -1.35364 -4.50666
Si 1.08119 -0.57573 -3.02947
C 0.53704 1.22683 -2.83204
C 2.95195 -0.52259 -3.26897
N 0.54355 -1.37274 -1.55821
C 0.94740 -2.54576 -1.10295
C 1.72112 -3.47080 -1.87984
C 2.10137 -4.68358 -1.40369
C 1.79197 -5.05532 -0.06774
C 1.11141 -4.20130 0.73950
C 0.61328 -2.93850 0.27894
N -0.09669 -2.11775 1.03405
Si -0.41358 -2.26674 2.75577
C -1.11310 -0.57686 3.24905
C -1.70062 -3.61040 3.06405
C 1.10477 -2.59419 3.82930
H 0.30199 -0.71229 -5.38515
H -0.85922 -1.49748 -4.30490
H 0.62681 -2.32730 -4.75986
H 0.60848 1.75517 -3.78472
H 1.18503 1.74750 -2.11814
H -0.49527 1.31438 -2.47810
H 3.19393 0.09484 -4.13686
H 3.39434 -1.50524 -3.43389
H 3.44219 -0.07870 -2.39816
H 1.93675 -3.19753 -2.90418
H 2.64294 -5.37387 -2.03670
H 2.09858 -6.02579 0.29931
H 0.85904 -4.49793 1.74964
H -1.87582 -0.22858 2.54412
H -0.32013 0.17703 3.28223
H -1.56790 -0.61030 4.24119
H -2.62533 -3.43589 2.51094
H -1.94719 -3.64444 4.12741
H -1.32649 -4.59470 2.77772
H 1.92547 -1.91749 3.58544
H 1.48169 -3.61248 3.72339
H 0.85602 -2.44583 4.88239
C -3.83869 1.76833 1.05654
C -2.85395 2.85489 1.50521
C -3.54702 4.21141 1.58728
P -1.30894 2.75056 0.45934
C -1.38724 3.91773 -0.99104
C -2.51700 3.45090 -1.91845
C -1.46208 5.42202 -0.73856
C 0.05529 3.35665 1.57778
C -0.26265 4.49961 2.53917
C 1.30869 3.63402 0.74519
H -4.68320 1.71581 1.74642
H -3.35709 0.79219 1.03006
H -4.22967 1.97888 0.05910
H -2.48930 2.58171 2.50151
H -4.02757 4.46018 0.64097
H -2.86113 5.01264 1.85519
H -4.32857 4.16876 2.34835
H -0.43489 3.70491 -1.49032
H -3.48816 3.76618 -1.53381
H -2.52617 2.36242 -2.01503
H -2.40124 3.88050 -2.91430
H -2.42370 5.71249 -0.32254
H -1.34486 5.94472 -1.69006
H -0.67386 5.76751 -0.07124
H 0.25632 2.46383 2.18745
H -0.55391 5.41232 2.02010
H 0.62930 4.72435 3.12767
H -1.05651 4.22932 3.23510
H 1.21041 4.55237 0.16481
H 1.51108 2.81141 0.05266
H 2.17765 3.73887 1.39746
C 2.94983 0.62566 2.69143
P 3.18780 0.42471 0.86813
C 3.78002 -1.32224 0.83774
C 4.73625 1.38785 0.66405
C 4.72720 2.41543 -0.27744
C 5.83315 3.23644 -0.44559
C 6.96281 3.03395 0.33145
C 6.98381 2.00751 1.26656
C 5.87935 1.18745 1.43380
H 3.74525 0.12057 3.23922
H 1.98913 0.19959 2.98477
H 2.95844 1.68526 2.94690
H 4.66485 -1.44429 1.46189
H 4.01916 -1.61468 -0.18539
H 2.98315 -1.97349 1.20335
H 3.83996 2.57005 -0.88204
H 5.80832 4.03074 -1.18036
H 7.82695 3.67350 0.20911
H 7.86631 1.84712 1.87247
H 5.92289 0.39364 2.17030
N -7.15008 -2.68583 -2.21770
C -6.11529 -2.28980 -1.91640
C -4.82728 -1.79489 -1.53006
C -4.30388 -2.10045 -0.27693
C -3.06146 -1.59164 0.05591
N -2.34574 -0.81961 -0.76016
C -2.84759 -0.54417 -1.96178
C -4.07836 -1.00291 -2.39533
H -4.85692 -2.71988 0.41477
H -2.61216 -1.81417 1.01387
H -2.23257 0.06806 -2.61138
H -4.45255 -0.75452 -3.37827
*
```

The HOMO energy (alpha / beta) comes out at -9.333 / -9.521 eV. Its energy relative to the best compared isomer or geometry (same formula, charge and spin) is 31.8 kJ/mol. The orbital gap (alpha / beta) is 0.2049 / 0.2064 Eh. The value obtained for the LUMO energy (alpha / beta) is -3.757 / -3.903 eV. As for the strongest force on any atom: 1.644 eV/Å.

No. 2
Below is a 15-piece molecular cluster, C69H178N10O22 overall in a non-equilibrium geometry, with properties calculated with ωB97M-V/def2-TZVPD.

```
! wB97M-V def2-TZVPD RIJCOSX def2/J DEFGRID3
* xyz 0 1
C 12.30941 18.34402 17.02953
C 12.72765 19.71109 16.52911
C 12.43640 19.87410 14.97305
O 11.93186 20.71847 17.23488
H 12.50313 18.10648 18.12809
H 12.98474 17.62654 16.48239
H 11.25115 18.10083 16.80638
H 13.81373 19.73551 16.78181
H 13.01398 20.72363 14.57234
H 11.37914 20.08843 14.75718
H 12.62066 19.01941 14.36207
H 12.14884 21.51223 16.75974
C 15.90276 11.13684 21.53112
C 16.47902 12.11257 20.51345
C 18.02252 12.27882 20.63060
O 16.23180 11.63865 19.19944
H 16.26446 10.06507 21.27054
H 14.81964 11.19087 21.48512
H 16.24856 11.34519 22.56681
H 15.97557 13.06417 20.68821
H 18.34932 12.91743 21.44370
H 18.21252 12.73781 19.66275
H 18.53721 11.30752 20.61649
H 16.55161 12.25479 18.50263
C 19.52336 22.64796 10.33895
C 20.90612 22.30534 10.94869
C 22.04868 22.61686 9.97925
O 20.96178 23.01744 12.25223
H 19.63861 23.62479 9.80986
H 18.77312 22.71740 11.11541
H 19.32714 21.86851 9.64914
H 20.98549 21.17820 11.11221
H 22.92667 22.31277 10.52698
H 22.10344 23.67071 9.62943
H 22.07258 21.91423 9.18213
H 21.84461 22.83696 12.63477
C 22.78141 22.27292 17.67048
C 22.55737 22.04120 16.15956
C 22.13129 23.35757 15.47378
O 23.75734 21.58137 15.52779
H 23.61233 22.92337 17.99157
H 22.95370 21.31573 18.19420
H 21.85676 22.66949 18.05937
H 21.71339 21.36021 16.09306
H 21.19933 23.74651 15.94121
H 21.92865 23.17507 14.43752
H 22.92644 24.18450 15.51271
H 23.74223 21.53133 14.62515
C 19.06353 17.51242 15.56912
C 18.21274 16.74918 14.56754
C 16.85509 17.40238 14.58756
O 18.73279 16.80927 13.25121
H 19.00760 18.64843 15.48472
H 20.14389 17.33364 15.43705
H 18.81678 17.37779 16.59815
H 18.10630 15.76362 14.94793
H 16.27669 17.01399 13.70086
H 16.86688 18.52167 14.48643
H 16.30287 17.20985 15.48309
H 19.18130 17.62346 13.15321
C 15.97445 22.30080 19.93754
C 15.18115 21.12508 20.50250
C 14.49716 20.26710 19.49030
O 15.37004 19.71676 18.46350
C 15.57391 18.42013 18.62089
N 16.04276 20.46491 21.44253
H 16.43251 22.93187 20.71304
H 15.44679 23.04218 19.25507
H 16.71753 21.98373 19.23772
H 14.33418 21.49666 20.98579
H 13.73974 20.79864 18.88554
H 13.92539 19.44600 20.01917
H 14.71439 17.78256 18.94120
H 16.48109 18.18962 19.22776
H 15.91945 17.97074 17.66636
H 15.50908 19.59694 21.75598
H 16.91598 20.13294 21.03965
C 17.63868 25.81013 20.32015
C 18.28716 25.90105 18.93997
C 19.76885 25.69996 19.06764
O 20.29196 26.47410 20.07027
C 21.73376 26.54780 20.04487
N 17.77005 24.99636 17.92166
H 17.95093 26.67734 20.89901
H 17.91425 24.89885 20.93360
H 16.56648 25.90258 20.34874
H 18.04955 26.89694 18.51188
H 20.17177 25.89445 18.01908
H 20.05933 24.61383 19.25326
H 21.90021 27.09349 20.95241
H 22.07994 27.06136 19.18677
H 22.08479 25.50304 20.02792
H 17.42548 24.11814 18.33397
H 16.84238 25.40423 17.57360
C 21.74587 12.81937 21.71215
C 21.76580 12.30832 20.23100
C 22.73150 13.20495 19.38559
O 22.18090 14.45243 19.25989
C 22.84611 15.32781 18.35298
N 22.16411 10.92422 20.12871
H 22.65934 12.41663 22.25623
H 20.83145 12.46261 22.14725
H 21.50331 13.93253 21.85889
H 20.71001 12.48916 19.93764
H 22.87606 12.71708 18.34391
H 23.75575 13.25123 19.79700
H 22.37271 16.36065 18.40264
H 22.73471 15.07976 17.28178
H 23.86955 15.47116 18.62464
H 22.29370 10.75898 19.16380
H 21.43184 10.27377 20.38859
C 20.86860 12.70259 16.22422
O 19.98088 11.80332 15.57529
C 18.68530 11.80201 16.06964
C 18.02955 13.18416 16.00962
N 16.75680 13.14906 16.79965
C 15.85238 14.34544 16.67376
C 14.55923 13.90233 17.31013
O 13.61643 14.91093 16.99028
C 12.32915 14.76480 17.64059
H 21.81944 12.23231 16.18583
H 20.75436 12.82895 17.28734
H 20.99350 13.70463 15.78161
H 18.70374 11.56122 17.11648
H 18.17469 11.02084 15.54700
H 17.93413 13.61846 15.00803
H 18.56819 13.97850 16.46971
H 16.18711 12.38594 16.41297
H 15.66249 14.63035 15.61656
H 16.34183 15.11272 17.23817
H 14.73151 13.69444 18.32615
H 14.26583 12.98219 16.79072
H 12.55046 14.05472 18.52025
H 11.61153 14.33947 16.96095
H 12.04827 15.71051 18.01433
C 19.18779 15.36129 18.94684
O 18.89118 16.67996 19.19916
C 20.07513 17.42139 19.44136
C 19.77301 18.75796 20.09903
N 18.99062 19.79497 19.31640
C 19.58851 20.28511 18.11964
C 18.87816 21.50963 17.50143
O 19.40227 21.74886 16.18696
C 18.68524 22.78812 15.55044
H 19.63896 14.91620 19.78819
H 19.74824 15.11570 18.03869
H 18.26936 14.79660 18.74444
H 20.64113 17.56717 18.48995
H 20.75005 16.85778 20.13540
H 20.66018 19.27568 20.51659
H 19.15034 18.45446 20.98536
H 18.02711 19.39773 19.17869
H 19.65640 19.56863 17.25761
H 20.62130 20.56013 18.26258
H 18.89606 22.41239 18.19598
H 17.80009 21.29430 17.38135
H 17.64645 22.37756 15.36208
H 19.37114 23.09780 14.76075
H 18.74897 23.64243 16.22744
C 20.54922 18.49580 23.43298
O 20.86519 17.30967 22.70071
C 22.10882 16.68887 23.06944
C 23.28893 17.61482 22.85575
N 23.42361 17.92312 21.41943
C 24.20670 19.09756 21.03429
C 24.42848 19.23819 19.51949
O 23.16552 19.13408 18.86656
C 23.27648 19.15838 17.47792
H 19.48986 18.66741 23.44905
H 21.20331 19.29170 23.10856
H 20.76898 18.42519 24.53231
H 22.20084 15.76864 22.43589
H 22.07141 16.50821 24.13069
H 24.20914 17.23232 23.22844
H 23.16332 18.53682 23.45647
H 22.53171 17.89862 20.92226
H 25.21687 18.97484 21.43392
H 23.83135 20.01119 21.48339
H 24.99981 18.41846 19.02521
H 24.81737 20.24458 19.36025
H 22.28347 19.19520 17.04907
H 23.61925 18.22264 17.01756
H 23.87102 20.02936 17.06384
C 22.83217 16.43265 8.92474
O 22.66133 17.82115 8.95902
C 23.15101 18.53148 10.11542
C 22.14267 18.47293 11.32914
N 22.62669 19.24608 12.44304
C 21.94972 19.04592 13.65535
C 20.74384 19.97723 13.81118
O 19.76411 19.62231 12.86824
C 18.56425 20.34612 13.05985
H 23.77565 16.17176 9.38251
H 22.91274 16.06859 7.86424
H 22.03818 15.90919 9.44891
H 23.39595 19.57248 9.81366
H 24.06508 18.09544 10.52771
H 21.99304 17.38480 11.59094
H 21.14221 18.80530 11.07800
H 23.62831 19.19259 12.51440
H 22.59943 19.27098 14.53550
H 21.50684 18.03351 13.83735
H 20.81373 21.07407 13.71624
H 20.35300 19.82112 14.79448
H 17.80736 20.00525 12.42310
H 18.75242 21.50497 12.92439
H 18.08446 20.32710 14.04410
C 23.47987 23.35825 21.57507
O 22.34981 23.29955 20.73406
C 21.51246 22.16892 20.90488
C 20.72121 22.19366 22.16885
N 19.88900 23.41249 22.13942
C 19.33434 23.89777 23.41421
C 18.09325 23.14100 23.86487
O 18.42703 21.91605 24.45558
C 17.34226 21.18699 24.86353
H 23.93238 24.35848 21.55052
H 24.14116 22.56197 21.23339
H 23.22056 23.24323 22.67656
H 22.09133 21.20807 20.75364
H 20.81959 22.22250 20.08816
H 21.37496 22.22968 23.09677
H 20.03245 21.28340 22.19087
H 20.40121 24.07706 21.57845
H 19.08201 25.00084 23.45469
H 20.05509 23.66806 24.17566
H 17.37256 23.00322 23.08532
H 17.48702 23.66138 24.56271
H 17.68735 20.31082 25.42458
H 16.68284 20.92704 24.03563
H 16.74680 21.85366 25.49457
C 26.09597 16.15295 20.91428
O 26.11347 15.28876 19.84655
C 27.42614 15.02773 19.23495
C 27.13936 14.21693 18.00090
N 26.43130 15.04151 17.04059
C 26.20774 14.23155 15.86046
C 25.69344 15.14945 14.76176
O 24.48034 15.69658 15.30006
C 23.66869 16.36416 14.41394
H 26.85586 16.96910 20.75925
H 26.44405 15.71225 21.78219
H 25.06577 16.58594 21.03818
H 28.11083 14.42755 19.85148
H 27.95046 15.96922 18.89650
H 26.46408 13.40209 18.21354
H 28.12385 13.92539 17.60655
H 25.52607 15.30122 17.35972
H 25.45019 13.44127 16.05053
H 27.09458 13.65876 15.53141
H 25.45118 14.56348 13.84538
H 26.38479 15.99776 14.64089
H 24.24894 17.35024 14.18638
H 22.72672 16.67568 14.81985
H 23.46278 15.77328 13.46971
C 16.40625 16.28642 21.68186
O 15.03490 16.60084 21.63568
C 14.26047 15.73912 20.91815
C 12.72660 16.08307 21.14284
N 12.49032 17.41913 20.59398
C 11.03002 17.66478 20.68601
C 10.76708 19.15375 20.68635
O 11.53701 19.83694 21.69272
C 10.73510 20.67275 22.46103
H 16.75304 16.77876 22.55357
H 16.84625 16.66973 20.78890
H 16.45947 15.23615 21.86027
H 14.39347 14.69695 21.28419
H 14.47189 15.83055 19.84578
H 12.50386 15.97334 22.18832
H 12.09383 15.39784 20.58577
H 12.93112 18.14982 21.19750
H 10.60087 17.26483 21.66199
H 10.47680 17.19529 19.85062
H 9.66303 19.37207 20.87899
H 11.09425 19.49535 19.72688
H 10.45775 21.55842 21.97647
H 11.40481 20.94642 23.25083
H 9.79663 20.09088 22.70371
*
```

The HOMO energy comes out at -8.395 eV. The orbital gap is 0.3301 Eh. The value obtained for the LUMO energy is 0.587 eV. As for the strongest force on any atom: 4.927 eV/Å.